(1)
Molecular formula: C11H4BrCl5NOOs
Method: DFT, ωB97M-V/def2-TZVPD

Each line ends with the Löwdin spin population.
Cartesian coordinates (Å):
Os 0.168682 -0.134800 -0.519926  2.54
Cl 3.319470 -2.621720 0.068675  0.13
C 3.336740 -0.860249 -0.105847  0.21
C 2.210358 -0.060037 -0.301501  0.02
C 2.289431 1.330925 -0.514789  0.22
Cl 0.774084 2.250984 -0.324323  0.08
C 3.500710 2.014760 -0.619529  0.02
Cl 3.418871 3.592979 -1.229026  0.02
C 4.585515 1.265113 -0.302093  0.06
Cl 6.202049 2.132497 -0.283769  0.02
C 4.497141 -0.139455 0.013356  0.19
Cl 6.058868 -0.890567 0.128170  0.26
O -5.467701 -1.403395 1.178127  0.02
C -4.258715 -0.923978 0.655242  0.04
C -3.925337 0.471358 0.702864  0.00
C -2.637539 0.815155 0.376435  0.01
N -1.775915 -0.104360 -0.300519  0.06
C -2.058780 -1.442733 -0.160207  0.04
Br -0.420903 -2.532850 -0.831748  0.06
C -3.347782 -1.869338 0.192053  0.00
H -6.223048 -0.980107 0.720353  0.00
H -4.646636 1.248612 0.854378  0.00
H -2.096396 1.784615 0.466502  0.00
H -3.503160 -2.943408 0.137114  0.00

Force components x, y, z for each atom (eV/Å):
2.362 0.192 -0.505
-0.140 2.512 -0.255
-2.119 -2.328 0.314
-2.107 0.668 -0.462
1.037 -1.573 1.346
0.225 -1.204 -0.514
-0.767 1.136 -0.872
0.613 -0.090 0.360
3.295 1.284 0.480
-2.562 -1.416 -0.050
5.641 0.963 -0.762
-2.101 0.320 0.247
2.505 0.924 -1.953
-2.713 0.271 1.203
0.933 -0.905 -0.772
1.426 -0.500 -1.968
-1.918 -1.437 2.993
-2.600 1.265 -0.826
-1.727 1.450 0.667
2.981 -1.391 -0.284
0.055 0.052 0.506
-0.322 0.133 0.833
-1.346 -0.511 -0.049
-0.651 0.183 0.324

Properties
⟨S²⟩ ... 6.05
Maximum force ... 5.8 eV/A
Gap between HOMO and LUMO (alpha / beta) ... 7.383 / 4.852 eV
Multiplicity ... 5
LUMO (alpha / beta) ... -0.44002 / -0.53467 Ha
Total charge ... +3
HOMO level (alpha / beta) ... -19.36 / -19.40 eV



(2)
Molecular formula: C11H4N2O5Ti
Method: DFT, ωB97M-V/def2-TZVPD

Each line ends with the Löwdin spin population.
Cartesian coordinates (Å):
O 0.001787 3.565625 -1.285124  0.05
C 0.001288 2.463707 -0.879809  0.05
Ti 0.006416 0.407770 -0.153544  1.48
O -0.000156 -1.208548 -2.989723  0.05
C -0.002518 -0.622945 -1.993048  0.05
C 0.004573 -1.774827 0.664925  0.01
O 0.001563 -2.867210 1.024340  0.02
C -2.100735 0.054927 -0.019863  0.06
O -3.245979 -0.133047 0.026791  0.07
C 2.102349 0.083331 -0.024373  0.06
O 3.246311 -0.126584 0.022385  0.08
N 2.936615 0.002251 5.800282  0.00
C 2.062642 0.353726 5.097285  0.00
C 0.978353 0.777092 4.195455  0.00
C -0.034135 1.638552 4.666671  0.00
C -1.031661 2.032226 3.779777  0.00
C -0.972719 1.574423 2.454907  0.01
N 0.017892 0.770074 2.001345  0.00
C 0.964142 0.331820 2.855802  0.00
H -0.016964 1.969068 5.706170  0.00
H -1.863655 2.706926 4.098792  0.00
H -1.728523 1.859675 1.724639  0.00
H 1.715111 -0.331932 2.472314  0.00

Force components x, y, z for each atom (eV/Å):
-0.001 -6.298 2.357
-0.025 7.215 -2.766
0.144 -0.556 2.445
0.013 2.464 4.187
-0.096 -3.269 -5.783
0.022 -4.518 1.124
0.000 4.215 -1.250
-6.197 -0.477 -0.071
5.114 0.699 -0.132
6.452 -0.626 -0.074
-5.288 0.871 -0.142
-2.409 0.985 -1.944
1.460 -0.750 1.034
0.586 -0.410 0.095
0.264 -0.325 -0.385
-0.597 0.315 -0.410
0.213 0.263 0.854
-0.331 -0.068 -0.085
-0.525 1.143 1.230
-0.043 -0.055 -0.306
0.873 -0.735 -0.343
0.090 0.092 0.283
0.283 -0.174 0.084

Properties
⟨S²⟩ ... 2.01
Maximum force ... 7.7 eV/A
Gap between HOMO and LUMO (alpha / beta) ... 6.731 / 6.938 eV
Multiplicity ... 3
LUMO (alpha / beta) ... -0.38128 / -0.37368 Ha
Relative energy (zero: lowest compared OMol25 entry of this formula, charge and spin) ... 0.0 kcal/mol
Total charge ... +2
HOMO level (alpha / beta) ... -17.11 / -17.11 eV



(3)
Molecular formula: C11H58NO17
Method: DFT, ωB97M-V/def2-TZVPD

Each line ends with the Mulliken charge.
Cartesian coordinates (Å):
C -23.371822 4.130214 -6.544062  -0.42
C -22.922066 2.930037 -5.812707  -0.87
C -24.078812 1.988366 -5.342389  -1.33
C -24.471936 0.923152 -6.367860  -1.13
N -25.570508 0.038900 -6.013412  1.65
C -25.155176 -0.753427 -4.808721  0.40
C -26.041789 -1.971914 -4.698491  -0.95
C -25.879046 -2.488605 -6.133132  -1.00
C -25.778345 -1.109462 -6.932499  -0.77
C -26.923820 0.811871 -5.766320  0.62
C -27.197135 1.808693 -6.899970  0.60
C -28.571520 2.415991 -6.676902  -2.37
H -22.450642 4.803600 -6.863448  0.32
H -24.080999 4.808084 -5.915530  0.06
H -23.930997 3.794357 -7.435949  0.00
H -22.403765 3.197884 -4.839280  0.23
H -22.137250 2.406565 -6.367714  0.29
H -24.868526 2.541536 -5.001551  0.63
H -24.018101 1.398345 -4.500991  0.81
H -23.692482 0.421711 -6.803440  0.71
H -24.658582 1.371184 -7.296433  0.44
H -25.299611 -0.150275 -3.887167  0.54
H -24.078643 -1.223283 -4.907570  -0.92
H -27.106230 -1.851428 -4.258836  0.14
H -25.533898 -2.667504 -4.058251  0.59
H -26.742326 -3.149611 -6.220347  0.73
H -24.978407 -2.946451 -5.992920  0.46
H -26.554781 -1.008559 -7.528892  1.47
H -25.060019 -1.200301 -7.731952  -0.96
H -26.747291 1.510915 -4.880627  -0.31
H -27.825444 0.031225 -5.373050  -0.28
H -27.324628 1.295948 -7.870547  0.17
H -26.602550 2.719779 -7.081159  0.01
H -29.365724 1.930157 -6.783065  0.58
H -28.499155 3.270802 -7.379571  0.50
H -28.598371 2.967233 -5.815150  0.56
O -24.333569 1.284309 -9.294798  -0.82
H -24.691831 0.653663 -10.077677  0.39
H -23.393392 1.270573 -9.648535  0.36
O -22.776874 -2.946797 -3.486639  -0.73
H -22.138864 -3.563527 -3.338169  0.32
H -23.428452 -3.066572 -2.666137  0.30
O -22.842087 -5.116724 -5.041097  -0.62
H -23.272063 -4.587379 -4.468892  0.37
H -21.937614 -5.015945 -5.306707  0.29
O -30.407271 -0.369627 -3.350022  -0.64
H -29.496972 -0.249607 -2.984894  0.41
H -30.852507 -0.466908 -2.502418  0.34
O -24.898662 -2.176305 -9.903941  -0.56
H -24.408739 -1.941007 -9.277478  0.37
H -25.490918 -2.751986 -9.489553  0.27
O -22.987518 5.762538 -3.380599  -0.60
H -23.672274 6.444202 -3.774818  0.30
H -22.456209 5.533114 -4.043069  0.31
O -27.043672 -5.187481 -6.720318  -0.66
H -26.854774 -4.737652 -7.577326  0.34
H -26.150676 -5.660709 -6.717663  0.35
O -29.818714 -2.176763 -5.524575  -0.55
H -30.252244 -1.709937 -4.873466  0.26
H -29.907059 -3.071921 -5.198493  0.24
O -22.030062 -0.877791 -5.077350  -0.65
H -22.314735 -1.573924 -4.507121  0.27
H -21.308394 -0.356079 -4.573015  0.29
O -22.646967 7.711836 -6.587210  -0.64
H -23.517718 7.558867 -5.918095  0.31
H -22.799347 8.421661 -7.365363  0.32
O -25.483511 3.233741 -9.684124  -0.75
H -24.910824 4.033684 -9.608789  0.36
H -24.866365 2.452320 -9.612308  0.42
O -29.580444 -0.785434 -7.954288  -0.62
H -29.636294 -0.979612 -6.981409  0.32
H -30.261073 -0.271183 -8.369898  0.31
O -26.983428 2.757582 -2.684915  -0.62
H -27.834884 3.219884 -2.381380  0.31
H -26.478338 3.160021 -1.973889  0.30
O -24.022417 5.461804 -9.541051  -0.63
H -24.401385 6.113228 -8.939590  0.28
H -23.350620 6.035661 -9.914648  0.28
O -28.698561 -1.837643 -10.025573  -0.70
H -28.875089 -1.458808 -9.127415  0.36
H -28.635280 -0.837800 -10.426560  0.32
O -22.522987 -1.393329 -7.832254  -0.56
H -22.017134 -1.409071 -6.895603  0.31
H -22.288062 -0.652392 -8.197914  0.26
O -27.916843 0.207063 -2.161676  -0.74
H -27.293525 1.000253 -2.303458  0.40
H -28.623132 0.560304 -1.615828  0.28

Force components x, y, z for each atom (eV/Å):
-0.020 2.729 -0.604
0.766 -1.384 3.149
1.178 -1.205 -2.545
-0.916 2.916 -0.540
-0.879 -1.610 1.481
0.521 -0.510 2.822
-1.245 0.571 0.458
-3.009 3.079 1.203
2.480 -2.927 0.428
0.066 0.247 1.909
-1.952 -1.429 -0.905
6.773 5.127 -1.480
-2.004 -1.359 0.495
1.157 -1.218 -0.994
0.243 0.574 0.162
-0.402 0.011 -1.050
-0.289 -0.239 -0.121
-2.452 2.065 -0.063
2.020 -0.985 2.432
2.369 -2.293 0.487
-1.635 1.212 -0.996
0.707 -0.007 -0.644
-2.299 1.906 -0.170
1.668 0.157 -1.070
0.052 -0.356 0.651
0.479 0.159 -1.249
2.444 -1.697 -1.005
-4.539 1.036 -2.110
1.164 0.499 0.667
0.000 -1.364 -0.731
2.632 2.056 -1.744
0.634 0.041 0.267
0.844 -1.100 0.619
-6.398 -4.551 -1.102
-0.922 -0.522 -0.191
-0.111 1.012 2.858
2.424 -5.361 -3.733
0.389 1.767 2.664
-1.083 0.382 0.965
-5.309 2.408 2.534
3.132 -2.783 0.710
2.135 0.598 -2.582
0.728 -4.455 -3.574
-1.089 3.190 2.597
0.289 0.833 0.442
0.915 0.104 0.946
-0.204 -0.105 -1.125
-0.817 -0.179 -0.194
-5.156 -1.677 -8.612
7.234 3.194 8.023
-1.856 -1.510 0.396
-5.774 3.506 3.240
2.296 -2.178 1.259
3.471 -1.345 -4.450
2.614 -0.682 -1.452
-1.005 -0.132 0.632
-1.748 0.384 0.729
1.526 -1.458 -1.987
-1.599 2.261 2.557
0.200 -0.558 -0.396
2.535 2.517 0.066
-0.045 -1.006 1.115
-1.811 -1.431 -1.220
-3.208 1.046 0.197
3.400 1.340 -3.460
-0.220 -2.353 3.187
0.056 1.523 0.065
-0.839 -0.889 -0.391
-1.254 1.863 -0.140
1.071 -0.018 1.685
-0.735 0.174 -1.323
-0.817 0.274 0.555
-2.059 1.531 1.307
1.028 -1.199 -1.359
1.236 -0.142 0.045
0.357 1.323 0.366
-0.517 -0.378 0.359
0.514 -0.366 -0.647
0.593 4.517 -1.311
-0.036 -1.287 -0.178
0.007 -3.870 0.551
-0.580 -6.734 6.056
-1.734 0.195 -2.839
2.259 6.554 -3.316
1.236 1.035 -0.300
-1.426 -1.284 0.158
0.151 0.211 0.413

Properties
Maximum force ... 11.3 eV/A
Gap between HOMO and LUMO ... 9.207 eV
LUMO ... -0.09273 Ha
Relative energy (zero: lowest compared OMol25 entry of this formula, charge and spin) ... 38.5 kcal/mol
Total charge ... +1
HOMO level ... -11.73 eV



(4)
Molecular formula: C11H59B3Cl2O25S
Method: DFT, ωB97M-V/def2-TZVPD

Each line ends with the Mulliken charge.
Cartesian coordinates (Å):
C -1.545663 -2.326261 0.896155  -0.72
C -0.635354 -3.494441 0.658984  0.32
Cl -0.606514 -4.661285 1.959071  -0.27
C 0.112261 -3.674857 -0.428486  0.46
Cl 1.141833 -5.068921 -0.599602  -0.29
B 0.100536 -2.639308 -1.620018  -0.18
O -1.113078 -2.314741 -2.188670  0.01
B -1.126474 -1.316281 -3.174371  -0.25
C -2.482393 -0.565369 -3.447073  -0.79
C -3.002415 -0.033315 -2.088590  -0.40
C -1.942322 0.926451 -1.540292  0.81
S -2.511722 2.000893 -0.226721  1.32
O -3.902149 1.795817 0.042786  -0.75
O -2.073933 3.331019 -0.553455  -0.69
O -1.727701 1.568051 1.091772  -0.31
O 0.061173 -0.945573 -3.767521  -0.39
B 1.053781 -0.883487 -2.771988  0.45
C 1.706304 0.478314 -2.417123  0.03
C 3.051990 0.433074 -1.670316  -0.67
C 2.896520 0.756693 -0.174481  0.61
C 1.859885 -0.129062 0.545998  -0.67
C 2.547566 2.233746 0.014694  -1.75
O 1.270907 -2.069922 -2.056450  -0.17
H -2.139321 -2.106386 0.010247  -0.07
H -0.966119 -1.448852 1.183614  0.03
H -2.237509 -2.536162 1.707511  0.57
H -3.217171 -1.265646 -3.850248  0.43
H -2.321560 0.262454 -4.135433  0.27
H -3.151631 -0.856371 -1.391335  0.21
H -3.969236 0.451173 -2.214058  0.52
H -1.111484 0.357543 -1.118023  -1.17
H -1.576307 1.603931 -2.309021  0.55
H -2.338026 1.059984 1.649029  0.30
H 0.970275 1.035648 -1.828173  -0.40
H 1.813843 1.033582 -3.353446  0.39
H 3.665748 1.208753 -2.102815  0.65
H 3.585993 -0.508583 -1.795312  0.10
H 3.859239 0.559847 0.299425  0.42
H 1.430952 0.412492 1.390340  0.43
H 1.027785 -0.418710 -0.098478  -0.50
H 2.319472 -1.023883 0.966131  0.28
H 2.443553 2.462305 1.076857  0.53
H 1.600856 2.453545 -0.479912  0.36
H 3.328325 2.874663 -0.392618  0.39
O 4.677988 1.531063 -4.155604  -0.59
H 4.672810 0.680381 -4.607402  0.29
H 4.351069 2.154452 -4.814745  0.30
O -0.935600 -3.839523 5.576180  -0.52
H -0.972364 -4.171177 4.674062  0.25
H 0.010065 -3.716521 5.753131  0.31
O 0.049002 5.400101 0.601415  -0.57
H 0.343009 4.983552 1.426969  0.46
H -0.569353 4.751964 0.241169  0.19
O -0.143335 -1.078567 3.437062  -0.42
H -0.063151 -2.009612 3.662486  0.15
H -0.821836 -0.753783 4.045425  0.24
O 1.723363 4.708061 -1.893378  -0.59
H 0.924576 4.719529 -2.429439  0.28
H 1.561064 5.383062 -1.220155  0.25
O 4.270497 -5.241630 -2.136159  -0.62
H 4.341266 -6.198824 -2.068287  0.30
H 3.621076 -4.987610 -1.471789  0.30
O -4.174816 4.025386 -2.942013  -0.66
H -3.477688 3.769240 -2.327082  0.33
H -4.298905 4.965619 -2.777765  0.28
O 1.718876 -4.302396 6.449548  -0.63
H 1.607352 -4.355745 7.405251  0.32
H 2.666500 -4.227630 6.303729  0.29
O 0.816690 7.733041 2.542584  -0.64
H 0.526004 6.957322 2.049013  0.34
H 0.413730 8.470575 2.076242  0.30
O 0.254725 -0.537791 6.315715  -0.52
H -0.077779 -1.377283 6.651675  0.27
H 0.238705 0.049188 7.078307  0.29
O 3.424491 -2.958231 -3.781510  -0.70
H 3.526525 -3.907862 -3.627039  0.31
H 2.728193 -2.691969 -3.171846  0.48
O -6.814398 3.057575 -4.105605  -0.68
H -7.228857 3.859622 -4.441208  0.32
H -5.961317 3.349576 -3.754425  0.37
O 3.297815 4.473908 -4.243990  -0.64
H 3.071253 4.525782 -3.299190  0.36
H 4.258602 4.440349 -4.262698  0.33
O -1.375693 -5.429435 7.910546  -0.63
H -1.249146 -6.287037 7.495289  0.31
H -1.746866 -4.879112 7.206937  0.30
O -0.958471 -7.255755 -2.410336  -0.63
H -0.354870 -8.001465 -2.348362  0.29
H -0.523557 -6.548986 -1.920918  0.31
O 5.856463 -0.867637 -0.540790  -0.56
H 6.260136 -1.032025 -1.398979  0.29
H 6.147074 -1.602981 0.007133  0.28
O -9.112373 3.502569 -2.216217  -0.64
H -8.938239 3.449967 -1.272701  0.31
H -8.253101 3.353184 -2.635360  0.36
O -2.717831 -1.352515 4.623665  -0.53
H -2.627407 -2.282305 4.864887  0.28
H -3.377470 -1.009826 5.235126  0.24
O 0.420409 3.967216 3.074654  -0.67
H 0.757526 3.579292 3.887216  0.30
H -0.174723 3.299585 2.713551  0.27

Force components x, y, z for each atom (eV/Å):
-0.160 0.083 -0.069
-0.054 -0.219 0.043
0.092 0.072 -0.018
-0.212 0.199 0.001
0.073 0.094 -0.016
-0.006 -0.846 -0.010
0.481 0.582 0.144
-0.383 -0.297 -0.701
0.191 -0.417 0.502
0.032 0.127 -0.352
-0.253 -0.305 0.425
-0.708 0.498 0.048
0.069 -0.257 -0.096
0.302 -0.096 0.051
0.243 -0.012 -0.267
-0.165 0.298 1.104
0.165 0.150 -0.770
0.607 -0.566 -0.437
-0.382 0.316 0.534
-0.146 -0.190 0.156
0.241 0.306 0.219
0.106 -0.423 0.149
-0.504 0.362 0.315
0.119 -0.074 -0.072
0.039 0.012 0.071
0.041 -0.020 0.050
-0.049 0.121 -0.128
-0.166 -0.042 -0.147
-0.030 -0.003 0.006
0.071 0.173 0.028
0.156 0.165 -0.040
0.078 0.024 0.003
0.023 -0.071 0.040
-0.073 0.073 -0.073
-0.087 0.091 0.017
0.357 0.045 -0.076
-0.139 -0.109 -0.065
0.065 0.093 -0.053
-0.048 -0.047 0.063
-0.024 -0.045 0.013
-0.093 -0.186 -0.206
-0.062 0.060 0.010
0.022 0.291 0.028
-0.108 0.074 -0.129
0.068 0.014 -0.291
0.033 -0.039 0.056
-0.134 0.044 0.116
-0.289 0.399 -0.265
0.033 -0.117 -0.106
0.147 -0.292 0.103
0.053 -0.099 0.122
0.172 0.011 -0.051
-0.127 0.089 -0.120
0.018 0.131 -0.278
0.059 0.010 0.056
0.092 -0.136 0.089
-0.047 0.169 -0.078
0.001 -0.007 -0.080
-0.020 -0.185 0.169
0.006 -0.079 -0.045
-0.005 0.004 -0.011
-0.007 0.038 0.046
-0.031 0.050 -0.088
-0.023 0.021 0.119
0.014 0.012 0.005
-0.030 0.048 0.071
-0.064 -0.099 -0.007
-0.011 0.089 -0.046
0.009 -0.008 0.034
-0.067 0.075 -0.077
0.007 0.009 -0.002
-0.032 0.027 0.177
-0.047 0.010 -0.061
0.020 0.000 0.009
-0.078 -0.019 -0.154
0.183 0.135 0.067
0.154 -0.177 0.047
-0.124 0.181 0.189
0.043 -0.041 -0.159
0.155 -0.060 0.046
0.163 -0.122 0.075
-0.144 0.027 -0.141
0.023 0.095 0.025
-0.145 0.024 0.109
0.021 -0.019 0.013
0.293 -0.049 -0.001
-0.016 0.033 0.005
-0.006 -0.017 -0.009
0.008 -0.030 0.000
0.076 -0.058 0.056
-0.051 0.024 -0.042
-0.002 -0.004 -0.005
0.048 0.108 0.041
-0.022 -0.001 0.010
0.016 -0.224 -0.070
-0.275 -0.003 0.023
0.211 0.011 0.085
0.012 0.051 -0.012
-0.214 -0.154 -0.111
0.125 0.081 0.006
0.025 -0.071 0.048

Properties
Maximum force ... 1.2 eV/A
Gap between HOMO and LUMO ... 9.739 eV
LUMO ... -0.01201 Ha
HOMO level ... -10.07 eV